# 1
{
  "formula": "C8H17N5O3",
  "method": "wB97M-V/def2-TZVPD",
  "elements": ["H", "N", "C", "N", "N", "C", "C", "C", "C", "N", "C", "O", "N", "C", "C", "O", "O", "H", "H", "H", "H", "H", "H", "H", "H", "H", "H", "H", "H", "H", "H", "H", "H"],
  "positions_angstrom": [[2.582, 2.408, 0.417], [3.542, 2.113, 0.602], [3.813, 0.938, 0.208], [4.973, 0.317, 0.678], [3.100, 0.135, -0.645], [1.748, 0.371, -1.087], [0.719, 0.297, 0.090], [0.539, -1.153, 0.647], [-0.750, -1.750, 0.155], [-0.991, -1.876, -1.267], [-1.862, -0.921, 0.832], [-1.787, -0.442, 1.970], [-2.970, -0.916, 0.044], [-3.953, 0.119, 0.358], [-3.502, 1.559, -0.142], [-2.368, 1.699, -0.480], [-4.392, 2.527, -0.164], [5.457, 1.062, 1.173], [5.543, 0.038, -0.104], [3.455, -0.799, -0.663], [1.514, -0.338, -1.919], [1.778, 1.386, -1.563], [1.018, 0.900, 0.966], [-0.199, 0.774, -0.280], [1.422, -1.711, 0.336], [0.561, -1.209, 1.688], [-0.823, -2.785, 0.635], [-0.634, -1.031, -1.731], [-0.425, -2.670, -1.577], [-2.846, -1.275, -0.894], [-4.092, 0.193, 1.458], [-4.953, -0.108, -0.020], [-5.216, 2.148, 0.277]],
  "atomic_forces_ev_per_a": [[0.3, -0.1, -0.3], [-0.5, 0.5, 0.5], [-0.8, 0.0, -0.2], [0.4, 0.6, 0.0], [0.5, -0.6, -0.1], [-0.1, 0.9, 0.2], [0.4, 0.0, 0.0], [0.8, 1.0, -2.6], [-0.3, -1.2, 2.2], [1.0, -0.1, -0.4], [-0.1, -0.7, 0.7], [-0.1, -0.5, -1.8], [-1.3, 1.8, 1.2], [-0.3, 0.6, 0.2], [1.1, -2.7, 0.3], [0.3, 0.7, -0.4], [-2.4, -0.4, 1.2], [0.2, -0.3, 0.1], [0.3, -0.3, -0.1], [-0.2, -0.4, 0.0], [0.2, 0.4, 0.8], [-0.5, -0.7, 0.4], [0.2, 0.1, -0.7], [-0.1, -0.4, 0.3], [0.0, -0.4, -0.2], [-0.2, 0.3, 1.7], [-0.2, 1.1, -0.7], [-0.2, -0.5, 0.1], [-0.3, 0.4, -0.3], [0.0, 0.2, 0.0], [0.4, -0.1, -0.5], [0.2, -0.2, -0.3], [1.2, 1.0, -0.9]],
  "homo_lumo_gap_ev": 9.200,
  "smiles": "[H]/N=C(/N)NCCC[C@H](N)C(=O)NCC(=O)O",
  "e_tot_ha": -814.5647,
  "lumo_energy_ev": 0.360,
  "e_above_lowest_kcal_mol": 27.6,
  "max_force_ha_per_bohr": 0.0565,
  "charge": 0
}


# 2
{
  "formula": "C7H23ClIOP2Sm",
  "method": "wB97M-V/def2-TZVPD",
  "elements": ["C", "I", "H", "H", "H", "Sm", "P", "C", "C", "H", "H", "H", "H", "H", "H", "C", "H", "H", "H", "P", "C", "C", "H", "H", "H", "C", "H", "H", "H", "H", "H", "H", "Cl", "O", "H", "H"],
  "positions_angstrom": [[-1.563, 1.227, 0.143], [1.365, 1.414, 2.435], [-1.850, 1.579, -0.848], [-2.199, 1.792, 0.838], [-1.988, 0.175, 0.165], [0.569, -0.309, -0.121], [0.115, 2.812, -0.212], [-0.298, 3.803, 1.273], [1.797, 3.364, -0.661], [1.747, 4.446, -0.838], [-0.388, 4.832, -1.428], [2.129, 2.858, -1.579], [-0.814, 3.396, -2.398], [0.340, 3.550, 2.138], [2.514, 3.152, 0.137], [-0.841, 3.835, -1.399], [-0.182, 4.874, 1.066], [-1.880, 3.914, -1.067], [-1.327, 3.581, 1.566], [0.231, -3.150, -0.302], [-0.149, -3.856, 1.354], [-0.871, -4.111, -1.379], [2.296, -3.332, -1.519], [1.826, -4.927, -0.853], [2.552, -3.673, 0.206], [1.884, -3.852, -0.646], [-0.914, -3.608, -2.355], [-0.539, -5.147, -1.539], [-0.053, -4.946, 1.393], [-1.171, -3.579, 1.631], [-1.891, -4.122, -0.969], [0.506, -3.417, 2.112], [1.340, -0.126, -2.503], [-0.683, -1.107, 1.816], [-1.564, -0.724, 1.973], [-0.045, -0.618, 2.374]],
  "atomic_forces_ev_per_a": [[-1.1, 1.6, -2.1], [0.8, -1.5, -0.6], [-0.5, -0.2, -0.1], [0.9, 0.0, 0.2], [1.5, 0.5, 0.0], [0.9, -0.6, 0.3], [-1.8, 2.9, 2.0], [0.2, -0.1, 0.8], [1.2, -1.5, -0.3], [-0.5, -0.2, 0.1], [0.0, -0.3, 0.2], [0.0, 0.2, 0.2], [0.0, 0.2, -0.1], [-0.6, 0.5, -0.8], [-0.2, 0.0, -0.1], [-0.5, -1.2, -0.5], [-0.2, -0.2, -0.3], [0.2, 0.0, -0.1], [0.1, 0.3, -0.1], [0.1, -1.8, 0.7], [-0.1, 0.3, 0.1], [-0.5, 0.4, -0.7], [0.1, -0.3, 0.1], [0.0, 0.2, 0.1], [-0.1, -0.1, -0.2], [0.2, 0.5, -0.2], [-0.1, -0.3, 0.1], [0.1, 0.4, 0.3], [0.1, 0.2, -0.3], [0.1, -0.2, -0.1], [0.3, 0.0, -0.1], [0.0, -0.1, -0.1], [-0.2, 0.3, 0.6], [-0.4, 0.1, -0.3], [0.4, -0.3, 0.5], [-0.4, 0.1, 0.7]],
  "spin_multiplicity": 6,
  "s2": 8.77,
  "homo_lumo_gap_ev": [5.699, 5.827],
  "e_tot_ha": -2453.6972,
  "lumo_energy_ev": [-10.110, -10.023],
  "max_force_ha_per_bohr": 0.0766,
  "charge": 2
}


# 3
{
  "formula": "C38H76MgO26S6",
  "method": "wB97M-V/def2-TZVPD",
  "elements": ["Mg", "O", "C", "C", "O", "H", "H", "H", "H", "C", "C", "C", "O", "C", "O", "O", "H", "H", "H", "H", "H", "H", "C", "C", "C", "O", "C", "O", "O", "H", "H", "H", "H", "H", "H", "C", "C", "C", "O", "C", "O", "O", "H", "H", "H", "H", "H", "H", "C", "C", "C", "O", "C", "O", "O", "H", "H", "H", "H", "H", "H", "C", "C", "C", "O", "C", "O", "O", "H", "H", "H", "H", "H", "H", "C", "C", "C", "O", "C", "O", "O", "H", "H", "H", "H", "H", "H", "C", "S", "O", "C", "H", "H", "H", "H", "H", "H", "C", "S", "O", "C", "H", "H", "H", "H", "H", "H", "C", "S", "O", "C", "H", "H", "H", "H", "H", "H", "C", "S", "O", "C", "H", "H", "H", "H", "H", "H", "C", "S", "O", "C", "H", "H", "H", "H", "H", "H", "C", "S", "O", "C", "H", "H", "H", "H", "H", "H"],
  "positions_angstrom": [[-1.741, 4.037, -0.529], [-1.844, 1.094, 1.574], [-1.102, -0.146, 1.480], [-0.159, -0.281, 0.169], [-0.170, 0.783, -0.806], [-1.829, -0.957, 1.441], [-0.571, -0.258, 2.426], [-0.531, -1.187, -0.310], [0.842, -0.318, 0.600], [-5.823, -7.496, 5.520], [-5.088, -6.168, 5.757], [-5.273, -5.548, 7.106], [-3.931, -5.305, 7.612], [-3.034, -5.901, 6.794], [-1.841, -5.990, 6.964], [-3.705, -6.368, 5.678], [-6.911, -7.480, 5.459], [-5.515, -8.135, 6.348], [-5.482, -7.970, 4.599], [-5.424, -5.406, 5.053], [-5.962, -6.086, 7.758], [-5.801, -4.599, 7.022], [0.806, 0.036, 9.617], [1.639, -0.584, 10.710], [3.035, -1.023, 10.329], [3.815, -0.254, 11.231], [3.036, 0.471, 12.070], [3.457, 1.157, 12.970], [1.763, 0.335, 11.727], [0.565, -0.653, 8.808], [1.383, 0.920, 9.345], [-0.183, 0.294, 9.996], [1.093, -1.383, 11.213], [3.246, -0.746, 9.296], [3.237, -2.091, 10.403], [-7.154, -4.829, -2.619], [-7.732, -4.733, -4.050], [-8.017, -6.020, -4.777], [-9.314, -5.944, -5.294], [-9.898, -4.912, -4.679], [-11.030, -4.539, -4.985], [-9.019, -4.229, -3.903], [-6.184, -5.318, -2.712], [-7.750, -5.217, -1.794], [-6.893, -3.811, -2.331], [-7.129, -4.019, -4.613], [-7.954, -6.873, -4.101], [-7.325, -6.174, -5.605], [7.499, 3.966, -3.504], [8.418, 3.504, -4.624], [9.717, 4.279, -4.860], [10.764, 3.342, -4.744], [10.264, 2.124, -4.511], [10.946, 1.122, -4.319], [8.896, 2.219, -4.375], [8.098, 4.261, -2.643], [6.807, 3.187, -3.187], [6.879, 4.834, -3.731], [7.934, 3.459, -5.599], [9.819, 5.037, -4.083], [9.736, 4.823, -5.805], [1.126, -8.488, 0.835], [-0.167, -7.993, 0.070], [-0.050, -8.160, -1.426], [-1.266, -8.737, -1.817], [-1.803, -9.327, -0.713], [-2.916, -9.875, -0.571], [-1.146, -8.859, 0.358], [1.393, -9.524, 0.625], [1.009, -8.373, 1.913], [1.943, -7.810, 0.588], [-0.438, -6.983, 0.378], [0.831, -8.734, -1.715], [0.048, -7.187, -1.908], [-0.817, -1.307, -7.977], [-0.861, 0.204, -8.399], [0.522, 0.927, -8.222], [0.581, 1.777, -9.356], [-0.438, 1.458, -10.184], [-0.786, 2.019, -11.215], [-1.148, 0.382, -9.738], [-1.779, -1.778, -8.179], [-0.636, -1.328, -6.903], [-0.028, -1.795, -8.549], [-1.590, 0.672, -7.737], [1.381, 0.257, -8.194], [0.600, 1.457, -7.273], [1.150, 9.671, -4.027], [0.435, 8.116, -4.669], [-0.522, 7.549, -3.676], [-0.656, 8.802, -5.990], [2.146, 9.453, -3.640], [0.667, 10.219, -3.218], [1.347, 10.476, -4.734], [-1.008, 8.047, -6.693], [-0.175, 9.532, -6.640], [-1.558, 9.214, -5.538], [4.279, 7.074, 3.124], [2.934, 5.829, 3.356], [2.202, 5.767, 2.017], [4.099, 4.476, 3.575], [5.044, 7.041, 3.900], [3.889, 8.091, 3.088], [4.797, 6.751, 2.221], [3.609, 3.517, 3.744], [4.604, 4.612, 4.532], [4.746, 4.288, 2.719], [9.300, -1.002, 2.254], [8.768, -1.872, 3.748], [7.924, -0.829, 4.472], [7.644, -3.051, 2.927], [9.993, -0.180, 2.434], [8.453, -0.634, 1.676], [9.755, -1.739, 1.593], [7.097, -2.453, 2.198], [6.961, -3.520, 3.635], [8.215, -3.889, 2.527], [-9.679, 3.112, 2.559], [-10.779, 1.652, 2.923], [-12.187, 2.023, 2.511], [-10.218, 0.248, 1.873], [-8.612, 2.887, 2.556], [-9.914, 3.935, 3.234], [-9.985, 3.430, 1.563], [-9.283, -0.220, 2.179], [-10.170, 0.728, 0.895], [-11.057, -0.448, 1.874], [-3.443, 10.911, 2.161], [-4.138, 9.797, 0.860], [-4.048, 8.271, 1.028], [-5.958, 10.296, 1.060], [-3.654, 11.962, 1.968], [-2.369, 10.850, 1.982], [-3.743, 10.605, 3.163], [-6.061, 11.375, 0.941], [-6.203, 10.054, 2.094], [-6.563, 9.729, 0.353], [6.726, -3.918, -6.356], [5.180, -4.272, -5.410], [5.318, -5.778, -5.229], [5.807, -3.580, -3.822], [6.960, -2.882, -6.602], [6.799, -4.449, -7.305], [7.604, -4.405, -5.932], [6.864, -3.830, -3.727], [5.125, -4.156, -3.198], [5.602, -2.510, -3.786]],
  "atomic_forces_ev_per_a": [[0.3, -1.0, 0.4], [2.1, -3.3, -0.4], [-3.9, 4.5, 2.2], [0.5, 3.4, -4.3], [0.0, -3.0, 2.8], [-0.1, -0.2, -0.7], [0.8, 0.0, -0.3], [0.2, -0.1, 0.1], [0.0, -0.2, 0.1], [0.8, -0.1, 0.2], [-1.4, -0.2, -0.6], [-0.6, 1.2, 0.8], [-0.6, -0.6, 0.1], [0.6, -0.2, -0.7], [-2.2, 0.2, -0.2], [1.7, -0.1, 0.3], [0.0, 0.5, 0.2], [-0.2, -0.3, 0.0], [0.2, 0.1, 0.0], [0.4, -0.2, -0.6], [0.8, -0.7, 0.5], [0.5, 0.3, -0.1], [-0.2, -0.2, 0.2], [-2.2, -2.2, -0.6], [-0.1, 0.5, -0.4], [0.9, -0.1, 0.3], [1.3, 1.1, 1.1], [-0.6, -1.0, -1.2], [0.3, 1.6, 1.3], [0.6, 0.1, -0.2], [-0.4, 0.1, -0.7], [0.2, 0.4, 0.2], [-0.1, -0.6, -0.5], [0.3, 0.2, 0.0], [0.0, 0.1, 0.4], [1.2, 0.7, -0.9], [0.3, -0.3, 1.8], [1.9, -1.5, -0.3], [-0.2, 0.3, 0.5], [-3.2, 2.2, -2.1], [2.8, -1.0, 1.6], [-2.4, 0.6, -0.2], [0.0, -0.4, 0.3], [-0.3, -0.5, -0.6], [-0.1, 0.1, 0.1], [0.0, -0.1, -0.2], [0.1, -0.1, 0.0], [0.0, -0.1, 0.0], [0.2, 0.2, 0.3], [-0.2, 0.7, -1.2], [-0.5, 1.5, 0.8], [0.2, -0.1, -0.5], [0.9, -2.0, 1.4], [-2.2, 2.5, -0.8], [1.3, -2.1, 0.4], [0.1, -0.2, 0.1], [0.2, -0.2, -0.2], [0.2, 0.0, -0.5], [-0.6, 0.0, 0.1], [0.3, 0.0, 0.1], [0.2, -0.4, -0.2], [-0.6, 1.4, -0.2], [3.7, 0.0, 0.5], [1.3, 1.7, -0.7], [-0.7, -1.6, 0.0], [-4.8, 0.6, 1.1], [4.3, 1.1, -1.4], [-2.6, -2.6, 1.6], [-0.2, 0.1, -0.3], [-0.3, -0.1, 0.0], [0.2, -0.2, -0.2], [0.0, 0.1, 0.0], [-0.2, -0.4, -0.1], [-0.1, -0.1, -0.2], [0.0, 1.5, -0.7], [1.4, -1.7, 2.4], [-0.5, -0.9, 0.7], [-0.5, 0.2, -0.4], [-1.8, 1.0, -2.9], [1.7, -1.0, 2.5], [0.2, 0.6, -0.6], [0.1, 0.0, 0.0], [0.2, -0.2, 0.0], [0.0, -0.2, 0.2], [-0.3, 0.4, -0.3], [-0.1, -0.3, -0.5], [-0.3, 0.5, -0.3], [0.8, 0.9, 0.3], [-0.8, 0.4, -0.5], [0.4, 0.2, 0.0], [-0.1, 0.2, -0.3], [0.0, -0.5, 0.0], [-0.8, -0.7, 0.1], [-0.3, -0.4, -0.8], [0.3, -0.6, 0.4], [0.3, 0.2, 0.4], [0.2, 0.2, 0.3], [0.1, -0.5, 0.1], [-0.4, 0.8, -1.2], [1.3, -0.2, 1.7], [-0.2, -1.1, 0.1], [-0.3, -0.2, 0.4], [-0.2, -0.3, -0.3], [-0.3, 0.4, -0.3], [-0.7, 0.2, -0.2], [0.4, 0.5, -0.2], [0.2, 0.5, 0.1], [-0.1, -0.7, -0.9], [-0.8, 1.6, 0.8], [0.7, -1.4, -0.6], [0.1, 0.2, 0.1], [-0.1, -0.3, 0.4], [-0.3, 0.1, 0.4], [0.4, -0.1, 0.1], [-0.1, -0.4, -0.2], [0.0, 0.5, 0.3], [0.2, 0.3, -0.4], [-0.6, -0.7, -1.2], [-0.6, 0.1, 2.0], [1.5, -0.2, -0.4], [-0.4, 1.6, -0.7], [-0.1, -0.2, 0.2], [-0.1, -0.5, 0.3], [0.1, 0.1, -0.2], [-0.1, 0.3, 0.1], [0.3, -0.6, -0.4], [0.1, 0.1, 0.2], [0.2, -1.0, 0.0], [-1.2, -0.6, -1.5], [-0.1, 2.6, 0.9], [1.3, -0.4, 0.7], [-0.7, -0.2, -0.2], [0.1, -0.4, 0.4], [0.2, 0.1, 0.0], [0.2, -0.1, -0.3], [-0.2, -0.2, -0.1], [0.2, 0.1, 0.1], [0.6, -0.2, -0.9], [2.5, -1.5, -0.3], [-0.7, 1.5, 0.0], [-0.9, -0.4, -1.1], [-0.3, 0.2, 0.4], [-1.2, 0.0, -0.3], [-0.2, 0.3, 1.1], [-0.3, -0.1, 0.2], [0.4, 0.3, 0.7], [0.1, -0.1, 0.1]],
  "homo_lumo_gap_ev": 4.142,
  "e_tot_ha": -6038.4053,
  "lumo_energy_ev": -3.100,
  "max_force_ha_per_bohr": 0.1231,
  "charge": 0
}